C19H30FGaO15P as an isolated structure, computed with ωB97M-V/def2-TZVPD.

Cartesian coordinates (Å):
C1 -0.5017 -1.2036 -2.8252
C2 0.1679 -1.5671 -1.5195
O1 -0.4811 -1.9497 -0.5725
O2 1.5040 -1.4384 -1.4899
C3 1.9482 -0.1135 -0.9604
Ga1 2.9602 -0.3443 0.7948
C4 2.0204 -1.7970 1.9750
C5 2.9982 -2.5192 2.7549
O3 3.2264 -2.4896 3.9374
F1 3.7682 -3.3603 1.9932
P1 3.0529 1.6782 2.0313
C6 1.5830 1.6417 3.1754
C7 4.3812 1.2664 3.2688
H1 -0.9673 -0.2247 -2.6791
H2 -1.2962 -1.9171 -3.0285
H3 0.1911 -1.1658 -3.6636
H4 1.0588 0.5137 -0.8487
H5 2.5947 0.3066 -1.7320
H6 4.4889 -0.7514 0.5294
H7 1.5412 -2.4528 1.2469
H8 1.3086 -1.2908 2.6212
H9 1.6023 0.7255 3.7680
H10 0.6490 1.7507 2.6240
H11 1.6812 2.4842 3.8660
H12 4.4609 2.0352 4.0367
H13 5.3126 1.1665 2.7095
H14 4.1768 0.2899 3.7214
C8 5.7656 5.2996 4.5426
C9 5.1152 6.5325 3.9443
O4 5.3940 6.3783 2.5537
C10 5.5943 5.0504 2.3011
O5 5.6573 4.5667 1.2261
O6 5.6925 4.3683 3.4698
H15 5.2416 4.9090 5.4114
H16 6.8153 5.4668 4.7964
H17 4.0332 6.5408 4.0891
H18 5.5369 7.4662 4.3095
C11 -3.4070 -2.1519 -5.9443
C12 -3.2495 -3.1910 -7.0340
O7 -1.8892 -2.9873 -7.4417
C13 -1.2137 -2.4101 -6.4183
O8 -0.0382 -2.2595 -6.3817
O9 -2.0762 -2.0208 -5.4435
H19 -4.0782 -2.4617 -5.1471
H20 -3.7291 -1.1831 -6.3345
H21 -3.3608 -4.2074 -6.6603
H22 -3.9198 -3.0476 -7.8733
C14 -8.5522 -2.2145 -6.2613
C15 -8.5634 -2.1947 -7.7781
O10 -7.2985 -2.7844 -8.0958
C16 -6.9074 -3.5476 -7.0486
O11 -5.9797 -4.2898 -7.0634
O12 -7.7104 -3.3378 -5.9820
H23 -9.5330 -2.3638 -5.8189
H24 -8.0950 -1.3201 -5.8352
H25 -9.3546 -2.8176 -8.1981
H26 -8.6269 -1.1960 -8.2009
C17 -0.7644 0.3666 7.9198
C18 0.2658 -0.2851 7.0211
O13 0.6201 0.7796 6.1383
C19 0.3539 1.9537 6.7548
O14 0.6819 3.0300 6.3812
O15 -0.3583 1.7350 7.8978
H27 -0.7533 -0.0109 8.9394
H28 -1.7764 0.2916 7.5163
H29 1.1576 -0.6010 7.5648
H30 -0.1204 -1.1244 6.4493

**HOMO-LUMO gap**: 4.69 eV
**2S+1**: 1
**Charge**: -1
**HOMO**: -3.362 eV